No. 1
{
  "formula": "C44H73O29P",
  "method": "ωB97M-V with the def2-TZVPD basis set",
  "elements": ["P", "O", "O", "O", "O", "O", "O", "O", "O", "O", "O", "O", "O", "O", "O", "O", "O", "O", "O", "O", "O", "O", "O", "O", "O", "O", "O", "O", "O", "O", "C", "C", "C", "C", "C", "C", "C", "C", "C", "C", "C", "C", "C", "C", "C", "C", "C", "C", "C", "C", "C", "C", "C", "C", "C", "C", "C", "C", "C", "C", "C", "C", "C", "C", "C", "C", "C", "C", "C", "C", "C", "C", "C", "C", "H", "H", "H", "H", "H", "H", "H", "H", "H", "H", "H", "H", "H", "H", "H", "H", "H", "H", "H", "H", "H", "H", "H", "H", "H", "H", "H", "H", "H", "H", "H", "H", "H", "H", "H", "H", "H", "H", "H", "H", "H", "H", "H", "H", "H", "H", "H", "H", "H", "H", "H", "H", "H", "H", "H", "H", "H", "H", "H", "H", "H", "H", "H", "H", "H", "H", "H", "H", "H", "H", "H", "H", "H"],
  "xyz": [[-0.652, 1.911, -2.560], [2.730, 8.407, 6.461], [-0.874, -7.748, -7.709], [2.129, 4.809, 3.605], [-2.233, -8.033, -1.842], [-6.886, -1.549, 4.309], [2.476, -5.696, -4.231], [7.876, 6.331, 3.937], [-3.969, -6.157, 2.697], [-2.161, -0.803, 3.511], [0.511, 3.336, 2.938], [-7.226, -1.837, 2.065], [2.476, 8.586, 4.194], [-5.247, -7.533, 3.941], [6.352, 4.243, -2.269], [7.037, 6.385, -1.166], [-1.445, -6.850, -5.685], [2.687, 2.670, 3.172], [4.121, -4.466, -3.222], [0.674, 8.181, 5.484], [-2.164, -7.284, 0.281], [-5.504, -2.891, 3.140], [-3.602, -6.303, 4.950], [5.907, 7.259, 4.640], [0.944, 1.317, -4.871], [-0.512, -0.207, -6.235], [-3.001, -7.946, -6.890], [7.859, 8.205, 5.250], [3.754, -4.321, -5.475], [-4.085, -8.236, -0.515], [1.674, 3.583, 3.213], [3.895, 3.389, 3.335], [7.268, 7.190, 4.554], [-5.728, -0.322, -1.558], [-6.077, -2.231, 5.249], [2.217, 2.751, -2.297], [-4.219, -6.635, 3.951], [-1.489, -0.952, 2.209], [-0.160, 2.153, -4.388], [-5.602, 0.201, -0.010], [4.382, 3.462, -0.891], [7.137, 5.060, -1.330], [3.462, 4.631, 4.044], [1.890, -5.636, -5.518], [2.023, 8.392, 5.467], [5.606, 8.241, 5.614], [0.503, 0.023, -5.400], [-4.298, -0.558, -2.332], [-3.560, -7.705, -5.612], [-1.274, 0.503, 0.015], [0.197, 8.465, 4.182], [8.279, 4.243, -0.432], [-4.932, -2.723, 4.423], [-1.927, 0.545, -2.926], [-5.833, -7.472, 2.655], [-4.729, -6.943, 1.798], [-0.858, 0.468, 1.630], [3.504, -4.798, -4.221], [2.994, -5.106, -6.374], [-6.595, -2.072, 3.082], [4.897, 4.474, -2.074], [1.405, 8.271, 3.324], [1.170, 1.489, -2.016], [-3.481, 0.885, -2.546], [1.415, -1.300, -4.934], [-2.693, -6.622, -5.057], [-1.700, -7.534, -6.838], [-1.069, 1.973, -0.668], [-1.029, -7.303, -1.698], [2.727, 3.469, -0.907], [-2.929, -7.882, -0.678], [-1.275, -1.167, 4.631], [6.829, 9.100, 5.625], [-0.840, -7.240, -0.217], [-6.695, -6.798, 2.690], [-0.187, -1.475, 4.314], [-4.606, -7.398, -5.698], [4.627, 5.563, -1.738], [4.723, 2.342, -1.027], [-1.771, -2.060, 5.249], [-3.984, 1.492, -3.435], [-5.101, -6.334, 0.969], [4.390, 4.299, -3.123], [-0.278, 2.620, -0.050], [-0.337, -6.322, 0.099], [0.227, 3.280, -4.494], [-0.287, -8.101, 0.171], [3.463, 4.513, 5.133], [-4.394, -1.110, -3.362], [-1.930, 0.401, -4.113], [-2.074, 2.613, -0.590], [-3.620, -1.191, -1.580], [-4.600, 0.744, 0.256], [4.076, 5.496, 3.780], [9.326, 4.644, -0.806], [2.622, -4.497, -7.203], [3.149, 2.330, -2.912], [-0.173, 9.495, 4.157], [-5.715, -0.699, 0.748], [-3.507, -8.627, -5.024], [1.250, 1.295, -0.841], [-1.073, 2.101, -5.156], [2.391, 2.913, 0.078], [-3.047, -5.622, -5.328], [1.554, -6.626, -5.837], [0.317, 0.368, 1.644], [-0.615, -1.731, 2.188], [6.778, 9.909, 4.889], [1.407, 8.932, 2.453], [8.214, 3.079, -0.609], [-5.755, -1.556, 6.046], [1.552, 0.466, -2.496], [-6.459, 0.387, -2.176], [5.435, 7.745, 6.575], [-0.203, -7.814, -2.201], [7.028, 9.528, 6.612], [4.687, 3.843, 0.198], [1.517, 7.236, 2.986], [2.401, -0.877, -4.412], [-6.264, -1.385, -1.507], [8.089, 4.495, 0.717], [-4.092, -7.738, 1.398], [-4.120, -1.990, 4.356], [-6.499, 0.945, 0.233], [1.772, -1.838, -5.910], [4.708, 8.799, 5.337], [-6.657, -3.049, 5.687], [-1.237, 1.408, 2.217], [-1.623, -0.539, -2.525], [-1.154, 3.294, -2.600], [1.756, 3.600, -2.964], [-2.436, 0.259, -0.028], [1.028, -4.961, -5.482], [-6.169, -8.462, 2.335], [-1.160, -6.313, -2.146], [-2.597, -6.683, -3.969], [-3.654, 1.485, -1.563], [-2.316, -1.340, 1.448], [4.617, 2.808, 3.916], [-1.168, -0.193, 5.305], [0.866, -1.984, -4.160], [4.319, 3.597, 2.347], [-4.527, -3.668, 4.794], [-0.618, 7.788, 3.912], [-0.634, -0.329, -0.552], [2.266, 4.560, -0.829], [3.631, -5.902, -6.774]],
  "atomic_forces_ev_per_a": [[0.311, -0.447, 2.047], [-1.553, -0.024, -2.055], [-1.753, 0.531, 2.018], [-0.632, -0.743, -0.455], [-0.800, -0.101, 0.733], [0.029, -0.166, -1.087], [0.829, 0.543, 0.305], [-1.356, 1.785, 1.320], [-0.077, -0.014, 1.453], [2.514, -1.209, -0.388], [2.568, 0.607, 0.578], [1.263, -0.560, 2.164], [0.001, 0.011, 1.150], [0.905, 0.580, 0.351], [0.500, 2.768, 2.891], [-0.047, -8.363, -1.359], [0.177, -0.504, -0.758], [-1.011, 0.490, 0.026], [-1.423, -0.730, -2.204], [1.227, 0.068, 0.270], [-0.873, -0.444, -0.741], [-1.060, 0.507, -0.406], [-1.279, -0.599, -1.962], [1.047, -0.302, -0.396], [-2.091, -3.517, -1.047], [5.858, 2.160, 5.230], [1.095, 0.354, -0.206], [-0.178, -0.979, -0.558], [-0.085, -0.106, 1.069], [2.573, 0.450, -1.070], [-2.367, -0.611, -0.558], [1.133, -0.320, -0.131], [1.272, -1.611, -1.182], [-0.514, -0.778, -0.289], [-0.045, -0.065, 1.118], [0.261, -0.148, -0.244], [1.122, 0.634, 1.510], [-0.148, 0.479, -1.276], [-0.296, 2.458, -2.492], [-0.549, -0.034, 0.558], [-1.460, 0.520, 0.136], [0.388, 4.593, 0.970], [0.880, 0.798, 0.624], [-1.055, -0.509, -0.470], [0.926, -0.042, 1.861], [-1.044, 0.514, 0.574], [-3.168, -1.628, -2.861], [0.526, 0.947, 0.928], [-1.024, -0.420, 0.487], [-0.255, 0.609, 0.914], [-1.113, 0.134, -0.417], [-0.600, 0.146, -0.767], [1.225, -0.308, 0.583], [-0.998, -1.382, -1.869], [-1.028, -0.341, -0.454], [0.131, -0.294, -0.894], [-0.041, -1.151, -1.146], [1.353, 0.722, 2.031], [0.050, -0.098, -1.175], [-1.075, 0.388, -1.798], [-0.861, -0.256, 0.457], [-0.081, -0.268, -1.327], [1.789, -0.767, 0.657], [-0.866, -0.876, -0.096], [1.236, 1.940, -0.002], [-0.332, 0.775, 0.910], [1.506, -0.574, -1.959], [-1.224, 0.624, 1.661], [0.914, 0.303, -0.774], [0.451, -0.168, 0.089], [-2.000, -0.678, 0.232], [0.091, 0.509, 1.071], [0.048, 1.005, 0.399], [1.120, 0.268, 0.558], [0.057, -0.042, 0.027], [-2.225, 0.515, 0.373], [0.199, -0.120, -0.149], [0.907, -1.950, -0.711], [-0.484, 2.369, 0.128], [1.113, 1.976, -1.294], [1.106, -1.254, 1.893], [0.220, -0.014, 0.190], [1.056, 0.061, 2.265], [-1.519, -1.392, -1.425], [-0.236, -0.160, 0.076], [-0.639, -2.431, 0.188], [-0.076, 0.081, -0.049], [-0.013, -0.001, -0.098], [0.047, 0.981, 2.069], [0.054, 0.238, 2.615], [1.882, -1.447, 0.090], [-1.413, 1.140, -1.737], [-1.824, -0.905, -0.726], [-0.218, -0.056, 0.062], [-2.204, -0.797, 1.000], [0.183, 0.002, 0.186], [-1.977, 0.938, 1.450], [0.048, -0.080, 0.022], [0.272, 1.871, -1.745], [0.010, 0.099, -0.028], [-0.563, 0.384, -2.676], [1.821, -0.022, 1.729], [0.431, 0.874, -2.121], [0.029, -0.089, -0.011], [0.016, 0.161, 0.200], [-2.301, 0.572, 0.306], [-1.751, 1.203, 0.467], [0.009, -0.078, 0.042], [0.180, -0.049, 0.214], [0.052, 2.490, 0.297], [-0.184, -0.003, -0.201], [-0.731, 2.435, 0.708], [1.763, -1.457, 1.246], [-0.025, 0.081, -0.124], [-0.270, 0.015, -0.008], [0.129, -0.136, -0.197], [-0.202, -0.694, -2.540], [-0.030, 0.101, 0.086], [-2.195, -0.977, -1.057], [1.042, 2.314, -0.183], [0.492, -0.388, -2.679], [-0.468, 0.421, 0.530], [-0.099, -0.047, -0.076], [2.012, -1.593, -0.525], [-1.036, 0.838, 1.951], [0.275, -0.353, 0.040], [0.026, 0.060, -0.040], [0.770, -1.924, -1.189], [-0.565, 2.605, -0.505], [0.199, -0.603, -0.363], [0.736, -1.832, 1.213], [2.559, 0.219, -0.147], [0.066, -0.060, -0.028], [0.090, 0.124, 0.211], [0.030, -0.049, 0.066], [0.100, -0.019, -0.252], [0.678, -0.995, -1.858], [1.645, 0.876, 1.679], [-0.226, -0.026, -0.150], [-0.257, -2.217, -1.209], [0.782, 1.393, -1.759], [-0.045, -0.005, 0.104], [-0.063, 0.052, -0.239], [0.154, 0.066, 0.228], [-1.484, 1.735, 1.233], [1.194, -2.178, -0.193], [-0.066, 0.069, 0.047]],
  "de_lowest_kcal_mol": 246.0,
  "homo_lumo_gap_ev": 7.8,
  "smiles": "CCCCC[PH](CCCCCOC(C)=O)(CCCCOC)COC(C)=O.O=C1OCCO1.O=C1OCCO1.O=C1OCCO1.O=C1OCCO1.O=C1OCCO1.O=C1OCCO1.O=C1OCCO1.O=C1OCCO1",
  "spin_multiplicity": 1
}

***

No. 2
{
  "formula": "C6H14O",
  "method": "ωB97M-V with the def2-TZVPD basis set",
  "elements": ["O", "C", "C", "C", "C", "C", "C", "H", "H", "H", "H", "H", "H", "H", "H", "H", "H", "H", "H", "H", "H"],
  "xyz": [[-4.804, -3.685, -1.117], [0.129, 0.709, 0.173], [-2.362, 0.408, 0.458], [1.486, 0.721, 0.814], [2.565, 0.058, -0.121], [-0.975, 0.772, 0.911], [3.294, 1.086, -0.967], [-2.747, -0.351, 1.155], [1.429, 0.110, 1.709], [2.832, 1.354, -1.916], [0.114, 0.522, -0.895], [-4.235, -4.253, -0.622], [3.472, 2.074, -0.522], [-5.276, -3.104, -0.512], [-3.016, 1.274, 0.383], [4.306, 0.758, -1.195], [-0.934, 1.046, 1.961], [1.834, 1.737, 1.023], [2.105, -0.632, -0.829], [3.258, -0.424, 0.565], [-2.476, -0.183, -0.455]],
  "atomic_forces_ev_per_a": [[-0.651, 0.639, -0.816], [-0.163, -0.009, 0.768], [-0.225, -0.679, -0.004], [0.672, -0.439, -1.250], [-0.631, 1.327, 0.620], [-0.443, -0.306, -0.947], [0.970, 0.884, -0.350], [-0.256, 0.650, 0.391], [0.042, 0.320, 0.336], [-0.321, -0.406, -0.085], [-0.317, -0.127, -0.049], [0.434, -0.398, 0.707], [-0.288, -0.278, 0.554], [0.221, -0.233, 0.111], [-0.250, -0.082, 0.250], [0.065, -0.284, -0.269], [0.325, -0.166, 0.064], [-0.067, -0.134, 0.319], [0.013, -0.460, 0.460], [0.182, -0.351, -0.370], [0.690, 0.534, -0.440]],
  "de_lowest_kcal_mol": 34.1,
  "homo_lumo_gap_ev": 9.9,
  "smiles": "C/C=C/CCC.O",
  "spin_multiplicity": 1
}